Record 1
ORCA calculation (the ωB97M-V functional and the def2-TZVPD basis) on a 7-piece molecular cluster, C22H60N2O11 overall in a non-equilibrium geometry.

```
95
Properties=species:S:1:pos:R:3:forces:R:3
C 4.062484 -0.395789 -7.376958 1.1816 -1.3259 0.9702
O 3.991484 0.044211 -6.023958 -0.3737 0.1762 -0.3075
C 2.666484 0.369211 -5.639958 -0.3005 -1.5301 0.9302
C 2.744484 0.864211 -4.135958 -0.2393 -2.8908 -2.1076
N 1.547484 1.380211 -3.585958 -2.5693 0.5378 -2.0228
C 1.752484 1.989211 -2.333958 -0.2528 2.6550 0.2938
C 0.418484 2.535211 -1.700958 -1.5089 -3.9619 -8.8215
O 0.404484 3.075211 -0.590958 0.4415 5.5931 9.6414
C 0.531484 4.502211 -0.432958 1.2525 0.2563 -2.3452
H 4.991484 -0.960789 -7.379958 0.2663 -0.0296 -0.2712
H 4.190484 0.371211 -8.128958 -0.5667 0.5261 -0.0288
H 3.314484 -1.161789 -7.619958 -0.3533 0.5375 -0.0247
H 2.038484 -0.594789 -5.733958 0.5502 1.3701 0.3496
H 2.297484 1.052211 -6.379958 -0.6519 0.9023 -0.0699
H 3.542484 1.540211 -4.093958 1.5788 1.1429 0.2043
H 3.011484 -0.083789 -3.630958 0.1612 0.7769 0.1567
H 1.266484 2.212211 -4.154958 -0.0547 -1.3596 0.0161
H 2.468484 2.771211 -2.595958 0.1736 0.9574 0.9417
H 2.300484 1.369211 -1.705958 0.5510 -1.4562 1.6254
H -0.276516 1.692211 -1.577958 0.3283 -0.6063 -0.6204
H -0.178516 3.172211 -2.445958 1.0228 -0.5642 0.0465
H -0.163516 5.113211 -1.013958 -0.2722 -0.7458 -1.0562
H 1.550484 4.832211 -0.747958 -0.6128 -0.2348 0.4890
H 0.258484 4.918211 0.492042 0.2327 -0.6761 2.0402
C -1.994516 -0.442789 -3.340958 2.7826 -2.1908 -0.6051
O -2.678516 -1.562789 -2.880958 -2.6804 1.5784 -1.2501
C -1.929516 -2.328789 -2.076958 0.6741 -3.0527 0.9857
C -1.926516 -1.943789 -0.624958 1.0697 -0.5896 0.6134
N -1.299516 -2.985789 0.173042 0.4111 -0.8159 1.1716
C -1.641516 -2.783789 1.638042 -1.1606 0.9774 -2.0626
C -0.993516 -3.825789 2.409042 3.4208 -0.5071 -7.3223
O -1.171516 -3.900789 3.640042 -1.8707 -1.4566 9.1212
C -0.527516 -5.064789 4.145042 0.6062 -1.3409 0.3883
H -1.429516 -0.856789 -4.238958 0.0618 1.1196 0.9064
H -1.358516 -0.139789 -2.509958 0.5162 0.4796 -0.4695
H -2.535516 0.386211 -3.663958 -1.6611 1.0673 -0.4027
H -0.885516 -2.429789 -2.362958 0.4038 0.2151 -0.5907
H -2.330516 -3.374789 -2.216958 0.3026 0.8754 0.6912
H -2.897516 -1.763789 -0.276958 -1.8700 -0.3744 0.4010
H -1.494516 -1.000789 -0.352958 0.8368 1.0458 -0.6236
H -0.238516 -3.004789 0.060042 -2.0744 0.0807 0.2156
H -2.711516 -2.818789 1.875042 -0.1840 0.0653 -0.8181
H -1.306516 -1.782789 1.839042 0.2407 0.6317 0.9505
H 0.064484 -3.543789 2.266042 0.6263 -0.9820 -0.7388
H -1.261516 -4.806789 1.983042 0.3671 0.1472 -0.9144
H -0.742516 -6.028789 3.566042 -0.8502 1.2376 0.7544
H -0.697516 -5.196789 5.258042 0.0657 0.3114 -1.4887
H 0.550484 -5.046789 3.898042 -0.0260 0.6837 0.5415
C 3.603484 -1.622789 -1.473958 2.5212 -0.7594 0.8447
C 2.389484 -2.125789 -2.115958 1.2119 -2.1980 -1.0562
O 1.318484 -1.560789 -1.536958 -1.8861 -0.1492 3.0296
H 3.608484 -0.585789 -1.453958 0.1745 2.3382 -0.9252
H 4.536484 -1.998789 -1.912958 -0.2099 0.1745 -0.1238
H 3.733484 -1.723789 -0.390958 -0.6662 -1.1647 -0.0239
H 2.236484 -3.161789 -1.904958 0.5388 -1.2185 -0.1846
H 2.388484 -2.040789 -3.225958 0.1091 0.1937 0.5666
H 0.963484 -0.969789 -2.117958 -1.8579 2.7903 -2.2565
C 0.096484 -0.947789 4.720042 1.2552 3.0553 -2.7627
C -1.267516 -1.081789 5.180042 0.3853 1.1125 1.5248
O -1.209516 -2.286789 5.803042 -1.9209 -2.7699 2.1276
H 0.338484 0.108211 4.518042 0.2797 -0.2327 -0.2128
H 0.235484 -1.507789 3.790042 -0.0128 0.0634 -0.0680
H 0.788484 -1.324789 5.388042 1.3682 -0.5584 1.6831
H -1.890516 -0.931789 4.355042 -1.6845 -0.4885 -1.4875
H -1.643516 -0.346789 5.920042 0.6115 -0.1839 -0.1649
H -0.763516 -2.944789 5.261042 -0.3338 0.3609 -0.2641
C -1.233516 4.059211 3.710042 0.6668 1.3954 -0.6331
C -1.378516 2.769211 4.375042 -1.5337 0.2441 -0.4183
O -2.332516 2.057211 3.600042 0.9914 -2.6585 2.1159
H -2.175516 4.607211 3.898042 0.1879 -0.1088 -1.2533
H -0.834516 3.862211 2.658042 -0.7585 0.9486 1.2185
H -0.553516 4.616211 4.331042 0.9117 0.5719 -0.2771
H -1.824516 3.077211 5.336042 0.5713 -1.2048 0.3147
H -0.417516 2.292211 4.347042 0.2418 -0.7596 0.6894
H -2.654516 2.626211 2.953042 -1.1850 1.4270 -1.4721
C 1.850484 -0.356789 1.420042 3.8613 -0.9130 0.0078
C 0.733484 0.521211 1.472042 -0.2520 0.6545 1.6716
O 1.142484 1.779211 1.843042 0.3525 1.1198 1.1490
O 1.381484 -1.674789 1.285042 0.3072 -0.5205 1.0321
H 2.558484 -0.102789 2.293042 -1.2993 -1.2138 -0.7616
H 2.497484 -0.183789 0.555042 0.0225 0.4902 -0.1740
H 0.133484 0.147211 2.241042 -1.4907 -0.6294 1.1636
H 0.194484 0.505211 0.590042 -1.3429 0.1398 -2.1323
H 1.023484 2.274211 1.062042 -0.0199 1.5907 -1.2853
H 0.836484 -1.594789 0.501042 -0.0519 -0.4183 -0.4908
C -3.091516 2.808211 0.601042 -0.9077 1.8378 -2.4365
C -3.307516 1.405211 0.303042 3.5865 -2.8841 0.5837
O -2.691516 1.067211 -0.920958 0.3306 -0.6775 0.1709
O -3.987516 3.068211 1.602042 -0.5370 1.6141 2.4985
H -3.467516 3.306211 -0.331958 0.6603 0.3044 0.3542
H -2.086516 3.219211 0.800042 -0.3665 -0.7139 0.1518
H -4.352516 1.161211 0.391042 -0.4180 -0.2780 -0.1930
H -2.675516 0.788211 1.024042 -1.3250 0.4902 -0.3837
H -3.185516 1.423211 -1.637958 -0.6624 0.4646 -0.9605
H -4.858516 3.167211 1.233042 -0.4172 0.0648 0.0200
```
Positions in Å, forces in eV/Å.

Relative energy (zero: lowest compared OMol25 entry of this formula, charge and spin) (kcal/mol): 83.9
2S+1: 1
E_LUMO (eV): 0.28
HOMO-LUMO gap (eV): 8.73
Structure (SMILES): COCCNCCOC.COCCNCCOC.OCCO.OCCO.CCO.CCO.CCO

Record 2
ORCA calculation (the ωB97M-V functional and the def2-TZVPD basis) on a 8-piece molecular cluster, C22H60N2O8 overall in a non-equilibrium geometry.

```
92
Properties=species:S:1:pos:R:3:forces:R:3
C 1.044352 2.026349 -2.803579 -1.6025 -5.3389 -5.8067
O 0.828478 0.949550 -3.654658 1.0652 5.0334 4.5978
N 2.141525 2.419881 -2.285981 7.0293 0.0551 2.3449
N 0.165434 2.916010 -2.489707 -5.2282 4.3216 1.2201
H 3.003810 1.832114 -2.285501 -0.8673 0.6487 -0.5029
H 2.238063 3.221418 -1.613548 -0.4262 -1.0934 -1.4798
H -0.786463 2.751843 -2.777820 -0.0078 0.1671 -0.0462
H 0.341020 3.855487 -1.942873 -0.3477 -3.0239 -1.6968
C 3.555553 -1.010031 -2.377035 1.5980 1.2013 -1.2736
C 4.748098 -0.041921 -2.531367 1.4752 -7.0078 -1.2281
C 5.618351 -0.408968 -3.769501 -0.4427 0.0325 0.2716
O 4.484605 1.215465 -2.493386 -1.8549 6.8434 -0.9878
H 3.814761 -2.036536 -2.493894 0.6225 -0.7106 0.2581
H 2.852589 -0.829263 -3.124588 -1.1800 0.5108 -1.7672
H 2.998715 -0.838393 -1.528921 -0.8054 0.2926 2.4122
H 5.337702 -0.077866 -1.682133 1.8091 -2.1086 1.9968
H 6.367043 0.343660 -3.956778 -0.1489 1.0451 -0.3620
H 5.038005 -0.638571 -4.671608 0.1243 0.2547 0.2200
H 6.308070 -1.197647 -3.578323 -0.0193 -1.3765 0.3845
H 5.349803 1.638043 -2.457298 -0.4400 0.6722 -0.0587
C -1.947732 -4.563298 1.904018 -1.0157 -0.2234 0.1475
C -2.048201 -3.094560 1.685067 -5.1240 -3.1814 -3.8007
C -3.447558 -2.511894 1.656007 -1.4881 -0.6615 0.1726
O -1.459457 -2.426004 2.545096 4.8625 4.7083 8.5011
H -2.525634 -4.849271 1.053276 -0.6056 -1.5739 -0.4195
H -2.410893 -4.859207 2.885122 0.6134 0.0515 -1.0131
H -0.920774 -4.874189 1.742780 0.0870 -0.2985 0.4177
H -1.534244 -2.859120 0.803081 -0.1364 -0.2780 -2.5539
H -3.462849 -1.453988 1.939829 0.3977 -0.2769 0.1163
H -4.180634 -3.053280 2.300731 0.5452 0.2688 -0.3676
H -3.797369 -2.529049 0.659895 -0.9182 -0.2232 -1.2386
H -0.706514 -2.185555 2.069308 2.4485 1.6847 0.3194
C -1.540507 3.005757 0.283848 0.2896 -2.0101 -0.8330
C -1.602637 2.657328 1.746688 4.8655 10.7136 0.5548
C -2.366801 3.726769 2.542250 -1.4311 1.7639 -0.5997
O -2.016780 1.567808 2.112248 -4.5463 -11.1935 1.5782
H -1.027095 2.353155 -0.417536 0.6620 -0.8520 0.8377
H -1.075219 3.904939 0.040230 0.7283 1.9083 0.4143
H -2.449197 2.989776 -0.239703 -2.1373 0.4029 -0.0134
H -0.595571 2.758657 2.276482 0.0963 0.6521 -1.5557
H -2.377054 3.548623 3.632894 0.3245 -0.1564 -0.3719
H -3.441442 3.839367 2.238765 0.6954 -0.4552 0.0345
H -1.969243 4.730814 2.369004 0.2196 -0.0796 0.1909
H -2.299089 1.581919 3.029147 0.0246 -0.3454 -0.0147
C 3.305616 -3.985994 0.230976 0.9359 0.2215 -0.9498
C 2.785463 -2.693747 0.750112 -7.7230 -5.1573 -1.8905
C 1.726503 -2.928756 1.872948 -0.3588 0.7228 -2.3473
O 3.624942 -1.883622 1.120829 8.5856 6.6724 4.5592
H 3.834202 -3.654776 -0.694984 -0.1146 -0.9124 0.4713
H 2.410876 -4.554497 -0.019182 0.5644 -0.7801 -0.0199
H 4.049953 -4.407830 0.933102 -0.6198 -0.3951 -0.3264
H 2.399191 -2.221430 -0.129888 -1.5623 0.0041 -0.4759
H 1.236701 -2.021987 2.187801 -0.1649 0.6452 -0.3122
H 2.169054 -3.268937 2.768660 0.6548 -1.1797 0.8977
H 1.006928 -3.577433 1.401673 -0.5414 -0.5983 0.6491
H 3.939418 -2.211356 1.980849 0.6061 0.7113 -0.1336
C 3.576799 1.604674 0.841144 1.0511 -0.8872 -0.7524
C 2.126006 1.238977 0.830046 0.6588 -3.5104 2.0071
C 1.631107 1.072881 2.227781 2.0197 -1.2229 2.8705
O 1.348713 2.127243 0.268807 -2.9282 4.3392 -2.5398
H 3.627115 2.565124 1.263271 0.3435 1.3135 1.0403
H 3.881753 1.754114 -0.172705 0.3391 -0.0214 -0.8808
H 4.339386 0.914197 1.265587 -0.9824 0.2861 0.0720
H 1.920757 0.276566 0.334252 0.5970 -0.3057 0.0716
H 0.609016 0.947694 2.493488 -1.0956 -0.2671 -0.7869
H 1.977300 1.773897 3.023556 0.1690 0.2802 -1.0385
H 2.148435 0.149820 2.544767 -0.3697 0.0128 0.2457
H 1.382378 2.133382 -0.704879 0.1781 -0.5502 1.0606
C -5.691492 0.357261 0.200066 -2.7727 -1.6382 2.7588
C -4.959207 1.598831 0.210010 3.4264 -1.4603 -3.0853
C -5.056978 2.155378 -1.192096 0.1064 -0.3987 -1.6845
O -5.415373 2.568457 0.948444 -2.6845 4.2277 2.3573
H -6.724023 0.660399 0.526585 0.5759 -0.6186 -0.0979
H -5.306427 -0.414515 0.886220 -0.2502 0.2367 -0.1942
H -5.841898 -0.050294 -0.746567 0.1488 -0.8741 -1.6342
H -3.932900 1.362142 0.617437 -0.2338 0.2470 -1.3206
H -4.297975 1.658711 -1.768998 0.4771 -0.1036 -0.6473
H -4.876996 3.215741 -1.220914 0.1441 0.4607 0.0472
H -6.011749 1.951695 -1.781612 0.8547 0.1668 1.3211
H -5.300945 2.360463 1.844592 0.0382 -0.2503 2.1183
C -0.114654 -1.855947 -1.281138 -0.0456 2.4609 -0.7797
C -0.718310 -0.567077 -0.644593 -0.8226 -1.5962 -6.9632
C -2.126418 -0.347394 -1.315732 1.2790 0.5326 0.9513
O -0.734782 -0.525069 0.620675 -0.3158 -2.2153 7.4250
H -0.330729 -1.772499 -2.327006 -0.5475 -0.1506 -0.7350
H -0.344083 -2.822762 -0.980125 -0.9024 -1.5627 1.0590
H 0.929609 -1.764222 -1.346191 1.5907 0.0211 0.5129
H -0.008402 0.190172 -0.844849 0.6117 1.3121 -2.2012
H -2.006996 -0.462069 -2.381736 -0.3755 0.5939 -0.3461
H -2.612398 0.540481 -0.919254 0.4379 0.8638 -0.6848
H -2.860177 -1.023510 -0.956770 -0.3073 -1.6354 0.2978
H -0.961334 0.341305 0.895512 -0.4853 1.1957 1.0350
```
Positions in Å, forces in eV/Å.

Relative energy (zero: lowest compared OMol25 entry of this formula, charge and spin) (kcal/mol): 260.7
2S+1: 1
E_LUMO (eV): 0.32
HOMO-LUMO gap (eV): 9.31
Structure (SMILES): NC(N)=O.CC(C)O.CC(C)O.CC(C)O.CC(C)O.CC(C)O.CC(C)O.CC(C)O

> Number 2 is which compound?

C22H60N2O8

> Which value of HOMO-LUMO gap does entry 2 give?

9.31 eV

> The lowest E_LUMO belongs to which entry?

C22H60N2O11

> Among the records above, which one has the highest relative energy (zero: lowest compared OMol25 entry of this formula, charge and spin)?

C22H60N2O8